# 1
{"formula": "C4H8O2", "method": "ωB97M-V/def2-TZVPD", "elements": ["C", "C", "C", "O", "C", "O", "H", "H", "H", "H", "H", "H", "H", "H"], "coordinates": [[-1.639, -0.859, 0.032], [-0.521, -0.147, -0.725], [0.422, 0.636, 0.223], [0.351, 0.163, 1.541], [1.863, 0.585, -0.246], [2.782, 0.425, 0.526], [-2.358, -1.296, -0.670], [-2.183, -0.173, 0.689], [-1.228, -1.657, 0.654], [-0.946, 0.561, -1.442], [0.043, -0.884, -1.315], [0.124, 1.702, 0.180], [1.256, 0.228, 1.885], [2.033, 0.714, -1.332]], "mulliken_charge": [-1.19, -0.46, 0.19, -0.55, 0.04, -0.52, 0.37, 0.31, 0.31, 0.33, 0.30, 0.19, 0.34, 0.37], "homo_lumo_gap_ev": 11.1, "smiles": "CC[C@@H](O)C=O", "homo_energy_ev": -10.2}

# 2
{"formula": "C29H31O2Zr", "method": "ωB97M-V/def2-TZVPD", "elements": ["C", "Zr", "C", "C", "C", "C", "C", "C", "C", "C", "C", "C", "C", "H", "H", "H", "H", "H", "H", "H", "H", "H", "H", "H", "H", "H", "H", "H", "H", "C", "C", "C", "C", "O", "C", "C", "C", "C", "C", "C", "C", "C", "O", "C", "C", "C", "C", "C", "H", "H", "H", "H", "H", "H", "H", "H", "H", "H", "H", "H", "H", "H", "H"], "coordinates": [[0.449, -0.195, 0.306], [0.776, -2.486, -2.234], [0.825, -0.980, -3.825], [-0.891, -3.973, -1.170], [-1.570, -2.694, -1.235], [-1.735, -2.342, -2.629], [-1.080, -3.358, -3.439], [-0.572, -4.379, -2.538], [2.700, -3.370, -0.789], [3.281, -2.343, -1.578], [3.122, -2.689, -2.947], [2.391, -3.917, -3.017], [2.186, -4.360, -1.670], [0.356, -1.183, 0.914], [1.498, 0.060, -0.134], [-0.530, 0.172, -0.344], [0.906, -1.487, -4.772], [-0.057, -0.362, -3.880], [1.667, -0.308, -3.764], [-0.701, -4.531, -0.277], [-1.963, -2.149, -0.399], [-2.253, -1.480, -2.996], [-1.076, -3.409, -4.509], [-0.177, -5.329, -2.835], [2.723, -3.423, 0.317], [3.830, -1.465, -1.183], [3.521, -2.119, -3.805], [2.186, -4.496, -3.937], [1.775, -5.341, -1.357], [-3.535, -0.885, 6.043], [-2.167, -1.207, 5.345], [-2.042, -0.121, 4.291], [-3.223, 0.664, 4.399], [-4.124, 0.317, 5.350], [-3.387, 1.737, 3.545], [-2.470, 1.996, 2.586], [-1.268, 1.207, 2.369], [-0.308, 1.348, 1.344], [-0.010, 2.580, 0.660], [1.303, 2.746, 0.137], [1.627, 3.837, -0.637], [0.663, 4.864, -0.895], [1.039, 5.880, -1.727], [2.451, 5.564, -2.129], [2.853, 4.208, -1.463], [-0.581, 4.747, -0.318], [-0.924, 3.661, 0.363], [-1.096, 0.144, 3.310], [-4.245, -1.721, 5.956], [-3.384, -0.632, 7.102], [-1.348, -1.157, 6.083], [-2.199, -2.220, 4.902], [-4.311, 2.340, 3.643], [-2.616, 2.906, 1.990], [0.695, 0.725, 1.600], [2.100, 2.035, 0.344], [2.490, 5.506, -3.222], [3.095, 6.373, -1.771], [3.738, 4.334, -0.822], [3.069, 3.448, -2.236], [-1.326, 5.580, -0.523], [-1.949, 3.597, 0.785], [-0.197, -0.464, 3.321]], "mulliken_charge": [-0.34, 0.75, -1.48, -0.50, -0.63, -0.58, -0.48, -0.71, -0.38, -0.66, -0.56, -0.45, -0.45, 0.21, -0.09, 0.20, 0.35, 0.36, 0.43, 0.42, 0.55, 0.51, 0.44, 0.60, 0.36, 0.41, 0.43, 0.35, 0.46, -0.37, -0.64, 1.02, 0.20, -0.58, -1.35, -0.74, 1.11, -0.22, 0.85, -0.55, 0.88, 0.03, -0.57, -0.35, -0.63, -1.03, -0.75, -0.84, 0.26, 0.25, 0.25, 0.23, 0.31, 0.03, 0.26, 0.51, 0.29, 0.24, 0.27, 0.20, 0.25, 0.27, 0.41], "homo_lumo_gap_ev": 3.9, "charge": -1, "homo_energy_ev": -1.1}

# 3
{"formula": "C16H26AsF6N6OPPbS2", "method": "ωB97M-V/def2-TZVPD", "elements": ["Pb", "C", "C", "N", "N", "C", "N", "S", "C", "C", "C", "C", "C", "N", "H", "H", "H", "H", "H", "H", "H", "H", "H", "N", "C", "N", "C", "C", "O", "C", "C", "H", "H", "H", "H", "H", "H", "H", "H", "F", "P", "F", "F", "F", "F", "F", "C", "As", "C", "C", "S", "H", "H", "H", "H", "H", "H", "H", "H", "H"], "coordinates": [[-0.219, -0.726, 0.101], [-0.226, -1.156, 4.803], [-0.402, -0.764, 3.374], [0.118, -1.410, 2.395], [0.976, -2.422, 2.673], [1.202, -3.290, 1.724], [2.086, -4.262, 1.998], [0.450, -3.344, 0.155], [-1.208, 0.440, 3.036], [-1.842, 1.180, 4.022], [-2.553, 2.316, 3.660], [-2.615, 2.677, 2.329], [-1.969, 1.879, 1.394], [-1.291, 0.793, 1.746], [0.546, -1.914, 4.884], [0.042, -0.296, 5.414], [-1.160, -1.567, 5.191], [2.518, -4.298, 2.906], [2.293, -4.968, 1.315], [-1.788, 0.877, 5.056], [-3.047, 2.909, 4.418], [-3.148, 3.558, 2.004], [-1.996, 2.116, 0.343], [2.207, -0.124, 0.222], [3.096, 0.556, -0.073], [4.084, 1.341, -0.376], [5.434, 1.099, 0.151], [6.294, 0.521, -0.962], [6.288, 1.376, -2.084], [4.991, 1.512, -2.630], [4.040, 2.130, -1.618], [5.373, 0.431, 1.009], [5.835, 2.062, 0.473], [5.923, -0.475, -1.244], [7.330, 0.432, -0.636], [4.613, 0.532, -2.953], [5.083, 2.158, -3.501], [3.015, 2.157, -1.990], [4.355, 3.146, -1.370], [-0.020, 0.207, -2.748], [-0.673, 1.697, -2.519], [-1.357, 3.095, -2.173], [-1.991, 0.916, -1.869], [0.005, 1.681, -0.996], [-1.352, 1.645, -3.956], [0.642, 2.384, -3.081], [-4.895, 0.236, -1.528], [-3.909, -1.395, -1.745], [-3.029, -1.344, -3.451], [-5.198, -2.816, -1.879], [-2.819, -1.833, 0.041], [-5.562, 0.380, -2.378], [-4.185, 1.059, -1.469], [-5.467, 0.161, -0.604], [-3.678, -1.871, -4.148], [-2.052, -1.821, -3.403], [-2.899, -0.307, -3.747], [-5.848, -2.642, -2.735], [-5.784, -2.860, -0.963], [-4.658, -3.754, -2.008]], "mulliken_charge": [1.05, -1.60, 0.50, 0.97, -1.19, 0.62, -0.41, -0.37, 0.53, -0.75, -0.48, -0.99, -0.17, 0.21, 0.37, 0.42, 0.35, 0.23, 0.20, 0.42, 0.43, 0.48, 0.53, -0.49, 0.47, -0.02, -0.63, -0.48, -0.38, -0.54, -0.36, 0.43, 0.28, 0.31, 0.36, 0.32, 0.38, 0.24, 0.24, -0.35, 1.26, -0.40, -0.25, -0.40, -0.35, -0.33, -1.00, 0.78, -0.96, -1.12, -0.52, 0.41, 0.22, 0.37, 0.41, 0.33, 0.27, 0.41, 0.38, 0.37], "homo_lumo_gap_ev": [7.9, 5.2], "charge": 1, "homo_energy_ev": [-11.2, -11.2], "spin_multiplicity": 2}

# 4
{"formula": "C14H25NSiW", "method": "ωB97M-V/def2-TZVPD", "elements": ["W", "C", "N", "C", "C", "C", "C", "C", "C", "C", "C", "H", "H", "H", "H", "H", "H", "H", "H", "H", "H", "H", "H", "C", "Si", "C", "C", "C", "H", "H", "H", "H", "H", "H", "H", "H", "H", "H", "H", "C", "H", "H"], "coordinates": [[-0.098, -0.097, 0.543], [2.296, -0.040, -1.553], [2.222, 0.038, -0.093], [3.083, -0.989, 0.487], [2.658, 1.372, 0.351], [1.593, 2.392, 0.035], [1.890, 3.703, -0.309], [0.868, 4.603, -0.573], [-0.450, 4.193, -0.464], [-0.741, 2.888, -0.108], [0.264, 1.956, 0.136], [3.316, 0.166, -1.913], [1.618, 0.689, -2.008], [2.018, -1.046, -1.882], [4.143, -0.813, 0.251], [2.799, -1.969, 0.095], [2.964, -1.003, 1.570], [3.622, 1.645, -0.106], [2.799, 1.334, 1.438], [2.921, 4.029, -0.377], [1.100, 5.620, -0.857], [-1.252, 4.891, -0.657], [-1.775, 2.588, -0.005], [-1.462, -3.093, 1.253], [-2.394, -2.069, -0.078], [-4.145, -2.784, -0.371], [-1.434, -2.290, -1.735], [-2.282, -0.228, 0.366], [-1.493, -4.163, 1.065], [-1.907, -2.924, 2.231], [-0.413, -2.774, 1.300], [-4.114, -3.850, -0.582], [-4.618, -2.292, -1.217], [-4.782, -2.631, 0.495], [-1.272, -3.333, -1.992], [-0.453, -1.799, -1.693], [-1.987, -1.838, -2.554], [-2.900, 0.025, 1.230], [-2.651, 0.370, -0.478], [0.134, -0.144, 2.509], [-0.133, -1.021, 3.104], [0.450, 0.686, 3.145]], "mulliken_charge": [0.68, -1.11, 0.03, -1.15, -0.90, 0.73, -0.81, -0.56, -0.64, -0.58, 0.34, 0.35, 0.37, 0.37, 0.37, 0.32, 0.33, 0.37, 0.38, 0.39, 0.37, 0.41, 0.37, -0.99, 0.17, -1.04, -0.73, -0.98, 0.38, 0.32, 0.31, 0.30, 0.29, 0.31, 0.35, 0.03, 0.30, 0.48, 0.40, -0.99, 0.33, 0.34], "homo_lumo_gap_ev": [7.4, 8.0], "homo_energy_ev": [-6.9, -7.8], "spin_multiplicity": 3}

# 5
{"formula": "C22H29FeN5PS6Sb", "method": "ωB97M-V/def2-TZVPD", "elements": ["Fe", "N", "C", "S", "N", "N", "C", "C", "C", "C", "C", "C", "C", "C", "C", "C", "C", "C", "N", "H", "H", "H", "H", "H", "H", "H", "H", "H", "H", "H", "S", "Sb", "S", "S", "S", "C", "C", "P", "C", "C", "C", "C", "H", "H", "H", "H", "H", "H", "H", "H", "H", "H", "H", "H", "H", "H", "H", "S", "C", "C", "N", "C", "H", "H", "H"], "coordinates": [[-5.131, -12.632, 11.793], [-1.225, -13.067, 9.997], [-2.553, -13.239, 10.153], [-3.427, -14.281, 11.243], [-3.277, -12.392, 9.339], [-4.569, -12.307, 9.772], [-5.485, -12.005, 8.853], [-5.286, -12.057, 7.375], [-4.776, -13.250, 6.751], [-4.683, -13.363, 5.409], [-5.145, -12.364, 4.557], [-5.586, -11.177, 5.133], [-5.654, -11.026, 6.510], [-6.810, -12.017, 9.502], [-7.916, -11.881, 8.682], [-9.157, -11.849, 9.312], [-9.262, -11.845, 10.715], [-8.105, -12.074, 11.469], [-6.905, -12.197, 10.846], [-0.555, -13.681, 10.395], [-0.964, -12.275, 9.457], [-4.468, -14.023, 7.426], [-4.345, -14.298, 4.973], [-5.231, -12.465, 3.489], [-6.099, -10.386, 4.506], [-6.006, -10.055, 6.886], [-7.739, -11.799, 7.625], [-10.068, -11.697, 8.734], [-10.234, -11.976, 11.228], [-8.057, -11.999, 12.553], [-5.351, -13.829, 13.670], [-7.521, -14.207, 14.306], [-4.942, -16.608, 15.250], [-6.868, -16.747, 14.277], [-9.122, -14.280, 12.465], [-3.873, -20.783, 13.376], [-4.009, -19.258, 13.507], [-4.420, -18.670, 15.265], [-5.812, -19.714, 16.080], [-5.688, -19.832, 17.655], [-2.875, -18.767, 16.331], [-2.832, -17.829, 17.542], [-4.763, -21.237, 13.820], [-2.929, -21.127, 13.822], [-3.860, -21.036, 12.279], [-4.748, -18.763, 12.889], [-3.013, -18.868, 13.366], [-5.734, -20.738, 15.692], [-6.762, -19.249, 15.730], [-6.198, -18.976, 18.175], [-4.619, -19.901, 17.981], [-6.082, -20.840, 17.858], [-2.090, -18.425, 15.646], [-2.629, -19.855, 16.499], [-2.227, -18.199, 18.404], [-3.840, -17.527, 17.836], [-2.419, -16.845, 17.290], [-2.865, -9.322, 14.037], [-4.227, -8.658, 13.280], [-4.778, -9.571, 12.384], [-4.137, -10.773, 12.315], [-2.998, -10.692, 13.006], [-4.566, -7.641, 13.355], [-5.638, -9.373, 11.726], [-2.053, -11.312, 12.928]], "mulliken_charge": [-0.39, -0.40, 0.32, -0.47, -1.35, 1.26, -0.29, -0.18, -0.31, -0.62, -0.40, -0.38, -0.15, 1.06, -1.17, -0.28, -1.12, -0.58, 0.12, 0.20, 0.23, 0.41, 0.31, 0.38, 0.23, 0.36, 0.44, 0.37, 0.37, 0.88, -0.30, 0.41, -0.11, -0.24, -0.57, -1.06, -0.59, 0.56, -0.37, -1.06, -0.72, -1.21, 0.31, 0.29, 0.35, 0.45, 0.38, 0.39, 0.34, 0.22, 0.23, 0.40, 0.46, 0.44, 0.30, 0.30, 0.39, -0.18, -0.30, -0.68, 0.33, -0.11, 0.41, 0.37, 0.32], "homo_lumo_gap_ev": [2.7, 4.9], "charge": -1, "homo_energy_ev": [-1.0, -3.2], "spin_multiplicity": 6}

# 6
{"formula": "C6H12O", "method": "ωB97M-V/def2-TZVPD", "elements": ["C", "C", "C", "C", "C", "C", "O", "H", "H", "H", "H", "H", "H", "H", "H", "H", "H", "H", "H"], "coordinates": [[2.597, -0.333, -0.091], [1.476, 0.636, -0.457], [0.107, 0.443, 0.212], [-1.046, 0.799, -0.723], [-2.218, 0.031, -0.122], [-1.515, -1.244, 0.364], [-0.144, -0.911, 0.583], [2.911, -0.265, 0.955], [2.306, -1.371, -0.278], [3.463, -0.108, -0.723], [1.786, 1.669, -0.252], [1.361, 0.589, -1.548], [0.049, 1.068, 1.120], [-1.206, 1.876, -0.823], [-0.794, 0.385, -1.707], [-3.009, -0.171, -0.851], [-2.667, 0.580, 0.714], [-1.950, -1.643, 1.289], [-1.562, -2.037, -0.394]], "mulliken_charge": [-1.20, -0.59, 0.35, -0.86, -0.56, -0.47, -0.43, 0.31, 0.31, 0.37, 0.33, 0.30, 0.25, 0.38, 0.36, 0.33, 0.29, 0.26, 0.28], "homo_lumo_gap_ev": 10.6, "smiles": "CC[C@H]1CCCO1", "homo_energy_ev": -9.4}

What is the formula in the fifth record?
C22H29FeN5PS6Sb